(1)
{"formula": "C18H20BrN3O3", "method": "ωB97M-V with the def2-TZVPD basis set", "species": ["C", "H", "O", "C", "C", "C", "C", "C", "C", "H", "H", "H", "N", "C", "O", "C", "N", "C", "H", "H", "H", "C", "C", "O", "N", "C", "C", "C", "C", "C", "C", "H", "H", "Br", "H", "H", "H", "H", "H", "H", "H", "H", "H", "H", "H"], "coordinates": [[-3.6554, -4.0936, -0.3667], [-3.7085, -5.1499, -0.6247], [-4.9649, -3.5982, -0.5246], [-5.1991, -2.2853, -0.2763], [-4.2274, -1.3809, 0.1367], [-4.5744, -0.0539, 0.3634], [-5.8856, 0.3718, 0.1833], [-6.8467, -0.5354, -0.2272], [-6.5149, -1.8539, -0.4573], [-7.2526, -2.5716, -0.7768], [-7.8650, -0.2071, -0.3683], [-6.1482, 1.4041, 0.3618], [-3.6341, 0.8958, 0.7909], [-2.2967, 0.7879, 0.9111], [-1.6363, -0.2071, 0.6597], [-1.6494, 2.0934, 1.3629], [-1.8062, 3.0950, 0.3163], [-1.3001, 4.3892, 0.7363], [-1.8390, 4.7029, 1.6297], [-1.4856, 5.1107, -0.0564], [-0.2255, 4.3826, 0.9553], [-1.2484, 2.6721, -0.9659], [0.2694, 2.4405, -0.9493], [1.0528, 3.3226, -1.2310], [0.6173, 1.1840, -0.5609], [1.8953, 0.6491, -0.3984], [3.0612, 1.3334, -0.7347], [4.2927, 0.7338, -0.5493], [4.3604, -0.5464, -0.0290], [3.2118, -1.2412, 0.3124], [1.9833, -0.6415, 0.1264], [1.0790, -1.1696, 0.3916], [3.2785, -2.2386, 0.7188], [6.0613, -1.3704, 0.2249], [5.1961, 1.2630, -0.8104], [3.0003, 2.3302, -1.1380], [-0.1267, 0.5436, -0.2878], [-1.7668, 1.7657, -1.2893], [-1.4529, 3.4685, -1.6848], [-2.1608, 2.4603, 2.2582], [-0.5975, 1.9000, 1.6283], [-4.0132, 1.8211, 0.9466], [-3.2065, -1.6842, 0.2858], [-2.9527, -3.5909, -1.0382], [-3.3088, -3.9896, 0.6659]], "forces_ev_per_angstrom": [[0.2, -0.1, 0.0], [0.1, 0.1, 0.0], [-0.3, 0.2, 0.0], [-0.3, 0.3, 0.0], [0.3, -0.3, 0.0], [-0.3, -0.2, -0.2], [0.2, 0.1, 0.0], [0.1, -0.1, 0.0], [0.1, -0.2, 0.0], [-0.1, -0.1, 0.0], [-0.1, 0.0, 0.0], [0.0, 0.1, 0.0], [-0.3, 0.2, 0.1], [0.1, 0.5, 0.2], [0.0, -0.3, 0.0], [0.1, 0.1, 0.0], [0.0, -0.1, 0.1], [0.0, 0.1, 0.1], [0.0, 0.1, 0.0], [0.0, 0.1, 0.0], [0.0, 0.0, 0.0], [0.0, 0.1, -0.1], [-0.4, -0.2, 0.0], [0.2, 0.3, -0.1], [-0.3, -0.3, 0.0], [0.5, 0.0, 0.0], [-0.1, 0.2, -0.1], [0.1, -0.3, 0.1], [0.2, -0.1, 0.0], [0.1, 0.0, 0.0], [0.0, 0.2, -0.1], [-0.1, -0.1, 0.0], [0.0, -0.1, 0.0], [-0.2, 0.1, 0.0], [0.1, 0.0, 0.0], [0.0, 0.0, 0.0], [0.0, 0.2, -0.1], [0.0, 0.0, -0.1], [0.1, -0.1, 0.0], [0.1, 0.0, 0.0], [-0.2, -0.1, 0.0], [0.2, -0.1, 0.0], [0.0, 0.0, 0.0], [0.0, 0.0, 0.0], [0.0, 0.0, 0.0]], "homo_lumo_gap_ha": 0.3254, "smiles": "COc1cccc(NC(=O)CN(C)CC(=O)Nc2ccc(Br)cc2)c1", "lumo_energy_ev": 0.5}



(2)
{"formula": "C3H2Br2O", "method": "ωB97M-V with the def2-TZVPD basis set", "species": ["C", "C", "C", "O", "Br", "Br", "H", "H"], "coordinates": [[-0.1009, 0.8846, 0.4515], [-0.2577, -0.3884, -0.2851], [0.3030, -1.5107, -0.0755], [0.6982, -2.5645, 0.1671], [-1.1950, -0.5625, -1.9845], [1.4884, 2.0113, 0.1313], [-0.9357, 1.4823, 0.1564], [-0.0003, 0.6478, 1.4387]], "forces_ev_per_angstrom": [[0.1, -0.3, -2.7], [-0.9, 2.4, -1.8], [0.8, -2.4, 1.1], [0.4, -0.4, 0.0], [0.2, 0.4, 0.5], [0.0, -0.2, -0.3], [-0.5, 0.6, 0.5], [-0.2, -0.2, 2.7]], "homo_lumo_gap_ha": 0.3285, "lumo_energy_ev": -0.4}



(3)
{"formula": "C6H12O", "method": "ωB97M-V with the def2-TZVPD basis set", "species": ["C", "C", "C", "C", "O", "C", "C", "H", "H", "H", "H", "H", "H", "H", "H", "H", "H", "H", "H"], "coordinates": [[-1.9384, -0.9738, -0.6876], [-0.8952, -0.0945, -0.0320], [-1.3571, 1.0214, 0.7638], [0.2791, -0.8264, 0.5679], [1.2168, -1.5095, -0.2437], [1.6855, -0.4074, 0.5479], [2.2205, 0.8056, -0.1740], [-2.6713, -0.3731, -1.2370], [-1.4619, -1.6780, -1.3757], [-2.4672, -1.5208, 0.1034], [-0.2225, 0.3068, -1.4356], [-0.6603, 1.5673, 1.3966], [-2.3484, 1.4339, 0.5940], [-0.6882, 1.0200, -0.5746], [-0.0729, -1.3859, 1.4426], [2.2841, -0.7169, 1.4112], [1.6219, 1.0295, -1.0626], [3.2526, 0.6239, -0.4972], [2.2231, 1.6779, 0.4926]], "forces_ev_per_angstrom": [[0.0, 0.0, 0.0], [0.2, -0.3, -0.4], [0.1, 0.4, -0.4], [-0.1, 0.1, 0.1], [0.0, 0.0, 0.0], [0.1, 0.1, 0.1], [0.0, 0.0, 0.0], [0.2, -0.1, 0.1], [-0.1, 0.1, 0.1], [0.1, 0.1, -0.1], [-0.3, -0.1, 0.7], [-0.1, -0.3, -0.1], [0.2, -0.2, 0.0], [-0.1, 0.3, 0.2], [0.1, 0.1, -0.2], [-0.1, 0.0, -0.2], [0.1, 0.0, 0.2], [-0.2, 0.0, 0.1], [0.0, -0.2, -0.1]], "homo_lumo_gap_ha": 0.3042, "lumo_energy_ev": 0.9}



(4)
{"formula": "C34H23BClN2O6RuS2", "method": "ωB97M-V with the def2-TZVPD basis set", "species": ["Ru", "S", "C", "C", "N", "C", "S", "C", "N", "O", "C", "C", "C", "C", "C", "C", "C", "C", "C", "C", "C", "C", "C", "C", "C", "H", "H", "H", "H", "H", "H", "H", "H", "H", "H", "H", "O", "B", "O", "C", "C", "C", "C", "C", "C", "H", "H", "H", "H", "C", "C", "C", "C", "Cl", "C", "C", "C", "O", "C", "C", "O", "O", "H", "H", "H", "H", "H", "H", "H", "H"], "coordinates": [[-0.3933, 0.1463, 0.5165], [-2.2355, 1.5109, 0.8557], [-3.6255, 0.5593, 0.4468], [-4.9224, 1.1406, 0.7333], [-5.9385, 1.6228, 0.9812], [-3.5135, -0.6595, -0.1116], [-1.9570, -1.3547, -0.4332], [-4.6889, -1.4295, -0.4679], [-5.6090, -2.0605, -0.7548], [0.5221, 0.5194, 3.3262], [0.0161, 0.4281, 2.3008], [3.8056, 5.1841, 3.1442], [4.2467, 4.4496, 2.0441], [3.3727, 3.6810, 1.3004], [1.9954, 3.6075, 1.6206], [1.5737, 4.3645, 2.7412], [2.4534, 5.1283, 3.4808], [1.0270, 2.8986, 0.8569], [1.2392, 1.8871, -0.1486], [0.2943, 1.7863, -1.2750], [0.3471, 0.7141, -2.1772], [-0.5352, 0.6253, -3.2574], [-1.4802, 1.5985, -3.4791], [-1.5270, 2.6973, -2.6092], [-0.6601, 2.7932, -1.5512], [4.4951, 5.7925, 3.7164], [5.2920, 4.4855, 1.7570], [3.7461, 3.1591, 0.4288], [0.5267, 4.3246, 3.0209], [2.0865, 5.6842, 4.3366], [0.0021, 3.2092, 1.0378], [1.0908, -0.0569, -2.0423], [-0.4749, -0.2333, -3.9157], [-2.1701, 1.5229, -4.3107], [-2.2656, 3.4767, -2.7595], [-0.7110, 3.6622, -0.9089], [3.2477, 0.5510, -1.2133], [2.5069, 1.0371, -0.1086], [3.2004, 0.7159, 1.0896], [4.2686, -0.0207, 0.7065], [5.2251, -0.6118, 1.4953], [6.2238, -1.3470, 0.8455], [6.2465, -1.4605, -0.5385], [5.2715, -0.8415, -1.3322], [4.2916, -0.1332, -0.6806], [5.1878, -0.5199, 2.5726], [6.9864, -1.8413, 1.4340], [7.0305, -2.0365, -1.0144], [5.2768, -0.9218, -2.4112], [2.6339, -3.6918, -1.7016], [2.0559, -4.8728, -0.9561], [1.5510, -5.9207, -1.7298], [1.0163, -7.0598, -1.1689], [0.4350, -8.3501, -2.2120], [0.9346, -7.1963, 0.2029], [1.4261, -6.1743, 0.9892], [2.0044, -5.0290, 0.4418], [2.5338, -4.2074, 1.3896], [2.7011, -2.8078, 1.1691], [1.3813, -2.0636, 0.9795], [0.4329, -2.2899, 1.6995], [1.4015, -1.1612, 0.0358], [2.4006, -3.7943, -2.7621], [3.7215, -3.6468, -1.6012], [2.2290, -2.7369, -1.3676], [1.5865, -5.8317, -2.8082], [0.4866, -8.0750, 0.6460], [1.3742, -6.2318, 2.0679], [3.3897, -2.6038, 0.3568], [3.1476, -2.4372, 2.0910]], "forces_ev_per_angstrom": [[0.5, 1.8, -0.1], [-0.3, 0.3, 0.2], [-0.5, 0.7, 0.4], [0.6, -0.3, -0.1], [-0.1, 0.0, 0.0], [-0.4, -0.7, -0.5], [0.1, -0.6, 0.4], [0.6, 0.4, 0.2], [-0.1, 0.0, 0.0], [-0.6, 0.4, 0.5], [0.9, -1.5, -1.3], [0.0, 0.0, 0.0], [0.0, 0.0, 0.0], [0.1, 0.0, 0.0], [-0.1, 0.0, -0.1], [0.0, 0.1, 0.1], [0.0, 0.0, 0.0], [0.1, 0.2, -0.3], [-0.9, -0.6, 0.8], [0.3, 0.6, -0.7], [-0.1, -0.1, -0.3], [0.3, -0.1, 0.2], [-0.2, 0.3, 0.1], [-0.1, -0.2, -0.2], [0.3, 0.1, 0.0], [0.0, 0.0, 0.0], [0.0, 0.0, 0.0], [0.0, 0.0, 0.0], [0.0, 0.0, 0.0], [0.0, 0.0, 0.0], [0.0, 0.0, 0.0], [0.0, 0.0, 0.0], [0.0, 0.0, 0.0], [0.0, 0.0, 0.0], [0.0, 0.0, 0.0], [0.0, 0.0, 0.0], [0.0, 0.1, 0.0], [-0.1, -0.3, 0.2], [0.1, 0.1, -0.2], [-0.1, 0.1, 0.1], [0.2, 0.0, 0.0], [-0.1, 0.0, 0.0], [-0.1, 0.0, 0.0], [0.1, -0.1, 0.0], [0.0, 0.1, -0.1], [0.0, 0.0, 0.0], [0.0, 0.0, 0.0], [0.0, 0.0, 0.0], [0.0, 0.0, 0.0], [0.0, 0.0, 0.0], [0.0, 0.0, 0.1], [0.0, 0.1, 0.0], [-0.1, -0.1, -0.1], [0.0, 0.1, 0.1], [0.0, 0.0, 0.0], [0.0, 0.0, 0.0], [0.1, 0.1, 0.0], [0.1, 0.0, -0.1], [0.0, -0.1, -0.1], [0.0, 0.7, -0.9], [0.1, -0.8, 0.6], [-0.5, -0.4, 1.0], [0.0, 0.0, 0.0], [0.0, 0.0, 0.0], [0.0, 0.0, 0.0], [0.0, 0.0, 0.0], [0.0, 0.0, 0.0], [0.0, 0.0, 0.0], [0.1, 0.0, 0.0], [0.0, 0.0, 0.0]], "homo_lumo_gap_ha": [0.1758, 0.2020], "s2": 0.781, "spin_multiplicity": 2, "total_charge": -2, "lumo_energy_ev": [3.9, 3.9]}



(5)
{"formula": "C6H12N2", "method": "ωB97M-V with the def2-TZVPD basis set", "species": ["C", "C", "N", "N", "H", "H", "H", "H", "H", "H", "C", "C", "C", "C", "H", "H", "H", "H", "H", "H"], "coordinates": [[-1.9014, 0.0490, 0.8645], [-1.7706, -0.9935, 1.7291], [-1.7117, -0.7021, 3.1456], [-2.0232, -0.1002, -0.5389], [-2.0575, 1.0154, 1.3078], [-1.6387, -2.0647, 1.4831], [-0.9907, -1.3001, 3.6018], [-2.6185, -0.9031, 3.6652], [-1.4274, -0.8482, -0.8812], [-1.8129, 0.7742, -1.0398], [1.2069, -0.0414, -2.9962], [1.6891, -0.0822, -1.7442], [2.0234, 1.0751, -0.9804], [2.3602, 1.0499, 0.3314], [0.8659, 0.9211, -3.4230], [1.2144, -0.9156, -3.6137], [1.8751, -1.0633, -1.2754], [1.7836, 2.0552, -1.4304], [2.4308, 1.9688, 0.9422], [2.5033, 0.1058, 0.8526]], "forces_ev_per_angstrom": [[-0.2, -2.3, 0.4], [0.1, 0.8, 0.0], [-0.7, -0.9, 1.3], [0.5, 0.9, 0.3], [0.1, 0.4, -0.1], [-0.1, 0.8, -0.5], [-0.8, 0.7, -0.5], [1.5, 0.3, -1.1], [-0.2, 0.2, -0.1], [-0.1, -0.8, 0.4], [0.2, 1.0, 0.6], [0.1, -1.3, -1.0], [-0.8, 1.5, 2.1], [-0.3, 0.4, -0.7], [0.5, -0.6, 0.1], [-0.5, -0.4, -0.2], [0.2, 0.5, -0.3], [0.4, -0.5, 0.1], [0.1, -0.6, -0.6], [0.0, 0.1, -0.1]], "homo_lumo_gap_ha": 0.3154, "smiles": "N/C=C/N.C=CC=C", "lumo_energy_ev": 0.8}



(6)
{"formula": "C26H24BN10RhS2", "method": "ωB97M-V with the def2-TZVPD basis set", "species": ["Rh", "C", "C", "N", "N", "C", "B", "N", "C", "C", "C", "N", "N", "C", "C", "C", "N", "N", "C", "C", "C", "N", "H", "H", "H", "H", "H", "H", "H", "H", "H", "H", "H", "H", "S", "C", "C", "N", "C", "S", "C", "N", "C", "C", "C", "C", "C", "C", "C", "C", "C", "C", "H", "H", "H", "H", "H", "H", "H", "H", "H", "H", "H", "H"], "coordinates": [[-0.9102, -0.7988, -1.1109], [-4.8531, 1.0111, -0.4674], [-3.9904, 0.3737, -1.3640], [-2.7265, 0.5532, -1.0086], [-2.7435, 1.3060, 0.1138], [-4.0136, 1.5835, 0.4625], [-1.4444, 1.6708, 0.8769], [-1.0851, 0.5012, 1.8127], [-0.9456, 0.3165, 3.1414], [-0.6694, -1.0177, 3.3571], [-0.6574, -1.5890, 2.0800], [-0.9011, -0.6672, 1.1643], [-0.2978, 1.9343, -0.1372], [0.4457, 3.0559, -0.2135], [1.3118, 2.9364, -1.2745], [1.0305, 1.6772, -1.8049], [0.0770, 1.0740, -1.1107], [-1.7101, 2.9883, 1.6201], [-2.2846, 4.0822, 1.0664], [-2.2349, 5.1018, 1.9858], [-1.5892, 4.5253, 3.0932], [-1.2713, 3.2630, 2.8649], [-5.9277, 1.0422, -0.4838], [-4.2160, -0.2244, -2.2314], [-4.2296, 2.1729, 1.3371], [-1.0626, 1.1432, 3.8165], [-0.5144, -1.5054, 4.3031], [-0.4989, -2.6139, 1.7837], [0.3063, 3.8554, 0.4928], [2.0507, 3.6442, -1.6041], [1.4932, 1.1819, -2.6379], [-2.6770, 4.0496, 0.0635], [-2.6078, 6.1048, 1.8749], [-1.3456, 4.9721, 4.0440], [-2.8180, -2.5175, -0.7382], [-2.0442, -4.0376, -0.7034], [-2.6229, -5.0486, 0.1372], [-3.0946, -5.8459, 0.8204], [-0.8976, -4.3702, -1.3907], [-0.1432, -3.2015, -2.4635], [-0.2498, -5.6125, -1.2280], [0.3136, -6.6131, -1.1036], [2.1496, -1.3339, -3.1123], [2.1027, -1.7570, -1.6362], [2.9775, -3.0219, -1.4818], [0.6391, -2.0965, -1.2116], [2.7255, -0.7110, -0.7127], [2.1947, -0.4580, 0.5483], [2.7662, 0.4754, 1.4009], [3.9062, 1.1668, 1.0215], [4.4692, 0.9028, -0.2174], [3.8851, -0.0230, -1.0699], [1.8609, -2.1748, -3.7418], [3.1539, -1.0492, -3.4251], [1.4644, -0.5160, -3.3339], [2.5885, -3.8366, -2.0939], [2.9916, -3.3488, -0.4401], [4.0062, -2.8104, -1.7830], [0.7072, -2.6920, -0.2918], [1.2950, -0.9643, 0.8627], [2.3033, 0.6639, 2.3624], [4.3481, 1.9027, 1.6819], [5.3664, 1.4237, -0.5303], [4.3483, -0.1991, -2.0317]], "forces_ev_per_angstrom": [[-0.9, 0.3, 0.3], [0.0, 0.0, 0.0], [0.1, 0.0, -0.1], [0.2, -0.2, 0.3], [0.0, 0.1, -0.2], [0.0, 0.0, 0.0], [-0.1, 0.0, 0.2], [0.2, -0.1, -0.2], [-0.1, 0.0, 0.0], [0.0, 0.1, 0.1], [-0.2, 0.0, 0.0], [-0.2, -0.1, 0.1], [0.0, 0.0, 0.0], [0.0, 0.0, 0.0], [0.0, 0.1, 0.1], [0.0, -0.1, 0.0], [0.1, 0.0, -0.2], [-0.1, 0.0, 0.0], [0.0, 0.0, 0.0], [0.0, 0.0, -0.1], [0.0, 0.0, 0.0], [0.1, 0.0, 0.1], [0.0, 0.0, 0.0], [0.0, 0.0, 0.0], [0.0, 0.0, 0.0], [0.0, 0.0, 0.0], [0.0, 0.0, 0.0], [0.0, 0.0, 0.0], [0.0, 0.0, 0.0], [0.0, 0.0, 0.0], [0.0, 0.1, 0.0], [0.0, 0.0, 0.0], [0.0, 0.0, 0.0], [0.0, 0.0, 0.0], [0.5, -0.1, 0.0], [0.4, 0.0, -0.4], [-0.2, -0.2, 0.2], [0.0, 0.1, -0.1], [-0.6, 0.6, 0.1], [0.4, -0.2, -0.1], [0.3, -0.5, 0.1], [-0.1, 0.1, 0.0], [0.0, 0.0, 0.0], [-0.1, -0.2, -0.1], [-0.1, 0.0, 0.0], [0.2, 0.0, -0.1], [0.0, 0.1, 0.0], [0.0, 0.0, 0.0], [0.0, 0.0, 0.0], [0.0, 0.0, 0.0], [0.0, 0.0, 0.0], [0.0, 0.0, 0.0], [0.0, -0.1, 0.0], [0.0, 0.1, 0.0], [0.0, -0.1, 0.0], [0.0, 0.0, 0.0], [0.0, 0.0, 0.0], [0.0, 0.0, 0.0], [-0.1, 0.0, -0.1], [0.2, 0.1, -0.1], [0.0, 0.0, 0.0], [0.0, 0.0, 0.0], [0.0, 0.0, 0.0], [0.0, 0.0, 0.0]], "homo_lumo_gap_ha": [0.2519, 0.2747], "s2": 0.756, "spin_multiplicity": 2, "total_charge": -1, "lumo_energy_ev": [2.6, 2.6]}



Which ΔE to the lowest compared entry with this formula, charge and spin belongs to each record? In order, 0.00; 11.28; 144.11; 10.56; 57.10; 3.26 kcal per mole.